# 1
A structure of composition C24H39F12NO10Y in a non-equilibrium geometry. Source: the OMol25 dataset; level of theory: ωB97M-V/def2-TZVPD.

Results
Molar mass ... 818.5 g/mol
HOMO ... -5.34 eV
Net charge ... -1
Multiplicity ... 1

Each line ends with the Mulliken charge.
Element x y z (Å)
Y -19.0937 -20.5441 -12.6159  1.246
C -23.5526 -17.4938 -9.6059  -0.009
O -22.6750 -16.3910 -9.5193  -0.245
O -22.8900 -18.4825 -10.2789  -0.681
C -24.2798 -17.8129 -8.3066  0.810
F -23.4860 -18.3142 -7.3275  -0.281
F -24.9214 -16.7769 -7.7805  -0.267
F -25.2669 -18.7091 -8.3432  -0.286
C -23.1348 -14.9780 -9.6030  -0.136
C -21.9815 -13.9465 -9.6253  -1.217
H -22.4118 -13.0482 -10.0680  0.348
H -21.5045 -13.8691 -8.6482  0.307
H -21.1390 -14.2438 -10.2497  0.326
H -23.6293 -14.6570 -8.6862  0.220
H -23.6929 -14.8182 -10.5255  0.315
H -24.2931 -17.0527 -10.2731  0.224
C -18.0029 -16.1051 -17.0927  -0.037
O -17.5215 -17.0536 -18.0082  -0.260
O -18.3587 -16.8830 -15.9885  -0.701
C -17.0085 -14.9619 -16.9065  0.821
F -17.1398 -14.0392 -17.9063  -0.300
F -17.1034 -14.2720 -15.8099  -0.285
F -15.7666 -15.2876 -16.8895  -0.273
C -17.6938 -16.6668 -19.3945  -0.084
C -16.7852 -17.6036 -20.2155  -1.320
H -16.8862 -18.6180 -19.8294  0.336
H -17.1356 -17.6362 -21.2471  0.379
H -15.7182 -17.3945 -20.1396  0.305
H -17.3814 -15.6792 -19.7339  0.246
H -18.7133 -16.9151 -19.6895  0.316
H -18.9388 -15.7678 -17.5381  0.288
C -18.6024 -25.8953 -9.1652  -0.164
O -19.8424 -26.4478 -9.7751  -0.331
O -18.5043 -24.6404 -9.6942  -0.674
C -18.5845 -26.1505 -7.6582  0.886
F -19.4297 -25.2430 -7.0426  -0.251
F -19.0014 -27.3816 -7.4740  -0.271
F -17.3573 -26.2203 -7.1781  -0.268
C -19.7902 -27.7034 -10.4175  -0.008
C -21.1255 -28.4223 -10.3788  -1.349
H -21.4912 -28.7092 -9.3928  0.331
H -21.9693 -27.8253 -10.7248  0.336
H -21.0656 -29.3474 -10.9522  0.366
H -19.2303 -28.4616 -9.8701  0.231
H -19.5558 -27.5064 -11.4636  0.311
H -17.7600 -26.4121 -9.6248  0.305
C -21.5814 -21.9332 -17.5555  0.057
O -22.3736 -20.9369 -16.9335  -0.202
O -20.5892 -22.2580 -16.5503  -0.662
C -22.2408 -23.1336 -18.3902  0.693
F -21.3159 -23.9776 -18.8755  -0.274
F -22.9053 -23.8619 -17.5390  -0.250
F -23.0830 -22.8134 -19.4030  -0.246
C -23.6410 -20.6164 -17.6069  -0.218
C -24.2146 -19.5258 -16.6066  -1.223
H -25.1363 -19.1177 -17.0215  0.362
H -24.5234 -20.0185 -15.6847  0.310
H -23.5817 -18.7136 -16.2490  0.322
H -24.3138 -21.4516 -17.4124  0.258
H -23.6680 -20.3372 -18.6602  0.322
H -21.1403 -21.4010 -18.3982  0.224
O -16.8723 -17.9600 -8.6948  -0.574
C -16.1034 -17.2850 -7.9381  0.721
O -15.6123 -17.5280 -6.6473  -0.296
C -16.2360 -18.5851 -5.9097  -0.279
C -17.6934 -18.3142 -5.5086  -1.044
C -15.4685 -16.0263 -8.4828  -1.024
H -15.7827 -18.5835 -4.9185  0.319
H -16.2072 -19.6197 -6.2518  0.310
H -18.0417 -19.1252 -4.8689  0.335
H -18.3876 -18.1943 -6.3403  0.343
H -17.5009 -17.4250 -4.9083  0.272
H -14.3971 -16.0426 -8.2827  0.307
H -15.9823 -15.1622 -8.0615  0.247
H -15.4906 -15.8498 -9.5582  0.334
C -10.2915 -18.0562 -15.1102  -1.051
C -10.6042 -19.1163 -16.1551  -0.415
C -12.0609 -19.3902 -16.5427  -0.357
C -12.9402 -19.7276 -15.3959  0.164
N -13.6189 -19.9924 -14.4721  -0.454
H -10.0544 -18.5905 -14.1902  0.286
H -11.1155 -17.3712 -14.9104  0.314
H -9.3581 -17.5124 -15.2551  0.342
H -9.9658 -19.9925 -16.0416  0.368
H -10.2322 -18.7504 -17.1121  0.251
H -12.1128 -20.2485 -17.2126  0.309
H -12.5197 -18.4753 -16.9177  0.245


# 2
A structure of composition C24H39N11OSV in a non-equilibrium geometry. Source: the OMol25 dataset; level of theory: ωB97M-V/def2-TZVPD.

Results
Molar mass ... 580.7 g/mol
ΔE to the lowest compared entry with this formula, charge and spin ... 0.9276 eV
HOMO (spin up / spin down) ... -11.79 / -13.80 eV
Net charge ... +2
Multiplicity ... 4

Each line ends with the Mulliken charge.
Element x y z (Å)
V -0.0287 0.2496 0.6730  -0.373
C 4.4831 -0.0874 -0.0834  -2.107
C 3.0293 0.2226 0.1007  0.694
N 2.0640 -0.5256 -0.2814  0.866
C 2.4204 -1.8123 -0.8977  -1.010
C 1.2462 -2.4362 -1.6360  -1.159
N 0.0390 -2.3494 -0.8256  0.004
C -0.0728 -3.2994 0.2807  -0.850
C -1.0107 -2.7544 1.3488  -1.291
N -0.4154 -1.5474 1.9718  0.361
C -1.1946 -1.0819 3.1648  -0.610
C -1.9351 0.2339 2.8572  -0.928
N -0.9046 1.0504 2.2132  0.591
C -0.3909 2.1339 2.7111  0.583
C -0.9886 2.9408 3.8203  -1.906
C 0.9339 2.4457 2.1080  1.095
C 1.6177 3.6448 2.1758  -1.174
C 2.8435 3.7445 1.5421  -1.052
C 3.3665 2.6424 0.8618  -1.020
C 2.6365 1.4818 0.8259  0.400
N 1.4469 1.3847 1.4312  1.083
H 4.6858 -1.1156 0.2179  0.420
H 5.1133 0.5709 0.5102  0.581
H 4.7730 0.0076 -1.1345  0.365
H 2.7536 -2.4864 -0.1016  0.306
H 3.2566 -1.7064 -1.5894  0.625
H 1.5107 -3.4620 -1.9096  0.449
H 1.0659 -1.8791 -2.5548  0.201
H -0.7732 -2.4290 -1.4187  0.285
H 0.9120 -3.4181 0.7401  0.235
H -0.4063 -4.2897 -0.0413  0.521
H -1.1938 -3.5215 2.1014  0.506
H -1.9681 -2.4762 0.9067  0.540
H 0.5148 -1.8371 2.2764  -0.199
H -0.4993 -0.8961 3.9837  0.318
H -1.8990 -1.8470 3.4887  0.475
H -2.3243 0.6694 3.7710  0.579
H -2.7567 0.0564 2.1696  0.182
H -1.9754 3.3087 3.5366  0.354
H -0.3655 3.7939 4.0717  0.498
H -1.1061 2.3409 4.7247  0.381
H 1.1938 4.4944 2.6951  0.450
H 3.3887 4.6798 1.5629  0.451
H 4.3188 2.7090 0.3513  0.570
N 2.1785 -2.3458 3.0273  -0.664
N 2.8240 -1.0641 2.9927  -0.339
H 2.1460 -2.7180 3.9677  0.223
H 2.7383 -2.9856 2.4832  0.257
H 3.7209 -1.0968 3.4602  0.284
H 2.2450 -0.3942 3.4747  0.136
N -4.4384 -2.6171 -1.0485  -0.281
C -4.7354 -1.3892 -1.5084  0.544
N -5.8763 -1.2208 -2.1804  -0.360
N -3.9571 -0.3417 -1.3535  -0.728
C -2.7864 -0.3351 -0.7871  0.676
N -1.7356 -0.1741 -0.3185  0.187
H -5.1053 -3.3670 -1.0951  0.224
H -3.6520 -2.7395 -0.4385  0.106
H -6.5121 -1.9765 -2.3584  0.193
H -6.1051 -0.3024 -2.5182  0.237
C 0.6102 3.8081 -2.3494  -1.201
S 0.7858 2.1343 -1.8061  0.473
O -0.1093 2.0641 -0.5476  -0.496
C -0.1806 1.3802 -3.0929  0.728
C -1.5436 1.6410 -3.1847  -0.735
C -2.2757 1.0122 -4.1803  -0.659
C -1.6559 0.1128 -5.0485  -0.583
C -0.2982 -0.1495 -4.9371  -0.532
C 0.4495 0.4898 -3.9516  -0.423
H -0.4451 4.0259 -2.4966  0.376
H 1.1677 3.9198 -3.2831  0.443
H 1.0359 4.4488 -1.5754  0.414
H -2.0242 2.3153 -2.4844  0.399
H -3.3335 1.2283 -4.2800  0.469
H -2.2364 -0.3797 -5.8224  0.435
H 0.1808 -0.8481 -5.6131  0.470
H 1.5188 0.3162 -3.8662  0.433